# 1
{
  "formula": "C3H6N3",
  "method": "ωB97M-V/def2-TZVPD",
  "e_above_lowest_kcal_mol": 105.4,
  "lumo_ev": -5.45,
  "e_homo_ev": -13.68,
  "total_charge": 1,
  "elements": ["C", "C", "C", "N", "N", "N", "H", "H", "H", "H", "H", "H"],
  "positions_angstrom": [[-2.590, -0.317, 0.171], [-1.424, 0.231, -0.018], [0.951, 0.395, 0.013], [3.212, -0.352, 0.155], [2.165, 0.042, -0.187], [-0.132, -0.373, -0.074], [-3.469, 0.297, 0.279], [-2.708, -1.261, 0.514], [-1.119, 1.545, -0.367], [1.008, 1.454, 0.252], [4.055, -0.245, -0.435], [0.050, -1.416, -0.303]],
  "forces_ev_per_angstrom": [[-0.092, 2.605, 0.243], [2.199, 5.016, -2.060], [-0.186, -0.309, 0.836], [2.273, -0.941, 2.598], [-0.611, 0.358, -2.455], [1.141, -1.935, -0.571], [-0.024, 0.244, -0.427], [-0.156, -3.118, 0.573], [-1.889, -4.243, 1.340], [-1.093, 0.085, 0.133], [-0.771, -0.041, -0.880], [-0.793, 2.280, 0.670]],
  "lowdin_charge": [0.05, -0.18, -0.10, 0.26, 0.03, 0.04, 0.08, 0.04, 0.23, 0.17, 0.15, 0.22]
}

***

# 2
{
  "formula": "C34H25Cl2N2O5SiW",
  "method": "ωB97M-V/def2-TZVPD",
  "e_above_lowest_kcal_mol": 0.0,
  "lumo_ev": -4.08,
  "e_homo_ev": -10.74,
  "total_charge": 1,
  "elements": ["W", "Cl", "C", "C", "C", "C", "O", "C", "C", "N", "C", "C", "C", "C", "C", "C", "C", "C", "N", "C", "C", "H", "H", "H", "H", "H", "H", "H", "H", "H", "H", "O", "Cl", "O", "O", "O", "C", "C", "C", "C", "C", "C", "Si", "C", "C", "C", "C", "C", "C", "C", "C", "C", "C", "C", "C", "H", "H", "H", "H", "H", "H", "H", "H", "H", "H", "H", "H", "H", "H", "H"],
  "positions_angstrom": [[0.153, -1.975, 0.194], [1.466, 0.874, 6.841], [1.011, 0.027, 5.408], [-0.133, -0.774, 5.419], [-0.513, -1.458, 4.283], [0.255, -1.325, 3.138], [-0.106, -1.959, 1.998], [1.400, -0.530, 3.104], [2.187, -0.374, 1.911], [1.911, -0.872, 0.746], [2.814, -0.583, -0.326], [4.091, -0.106, -0.208], [4.841, 0.213, -1.358], [4.318, 0.046, -2.608], [3.017, -0.483, -2.763], [2.399, -0.693, -4.017], [1.137, -1.212, -4.069], [0.485, -1.549, -2.873], [1.039, -1.362, -1.688], [2.288, -0.814, -1.613], [1.776, 0.149, 4.271], [-0.720, -0.850, 6.324], [-1.400, -2.074, 4.264], [3.070, 0.245, 2.016], [4.558, 0.034, 0.757], [5.845, 0.594, -1.235], [4.892, 0.301, -3.490], [2.935, -0.437, -4.922], [0.626, -1.379, -5.006], [-0.512, -1.968, -2.893], [2.659, 0.774, 4.274], [-1.365, -3.130, -0.647], [-0.570, -4.418, -0.978], [-0.683, -4.692, -2.348], [-0.952, -5.462, -0.127], [0.799, -3.890, -0.640], [-4.131, 0.835, 3.275], [-3.910, -0.428, 2.743], [-2.976, -0.597, 1.731], [-2.245, 0.483, 1.226], [-2.505, 1.749, 1.758], [-3.431, 1.923, 2.777], [-1.082, 0.235, -0.237], [0.225, 1.599, -0.266], [0.906, 1.934, -1.443], [1.988, 2.804, -1.438], [2.429, 3.355, -0.243], [1.774, 3.037, 0.940], [0.689, 2.171, 0.925], [-2.090, 0.299, -1.826], [-2.161, 1.472, -2.583], [-2.960, 1.549, -3.716], [-3.715, 0.455, -4.111], [-3.682, -0.711, -3.358], [-2.883, -0.782, -2.226], [-4.858, 0.971, 4.065], [-4.472, -1.278, 3.109], [-2.829, -1.591, 1.319], [-1.988, 2.618, 1.366], [-3.614, 2.913, 3.175], [0.581, 1.512, -2.390], [2.485, 3.054, -2.367], [3.269, 4.037, -0.235], [2.100, 3.477, 1.875], [0.193, 1.939, 1.861], [-1.598, 2.347, -2.282], [-3.001, 2.470, -4.284], [-4.342, 0.516, -4.991], [-4.288, -1.560, -3.645], [-2.892, -1.695, -1.642]],
  "forces_ev_per_angstrom": [[0.017, 0.065, 0.031], [0.005, 0.011, 0.017], [-0.001, -0.008, -0.012], [0.007, 0.004, -0.001], [-0.009, -0.006, -0.026], [0.041, 0.063, -0.002], [-0.022, -0.025, 0.090], [-0.034, -0.036, -0.027], [0.016, 0.028, 0.025], [0.027, 0.005, 0.057], [0.013, 0.020, -0.034], [0.006, 0.019, -0.014], [-0.021, -0.015, -0.018], [0.012, 0.015, 0.014], [0.022, 0.002, -0.041], [-0.024, -0.023, 0.015], [0.023, 0.019, 0.013], [-0.015, 0.007, -0.009], [0.016, -0.035, -0.013], [-0.007, -0.026, 0.037], [-0.001, 0.007, 0.012], [0.003, 0.001, 0.001], [0.000, 0.000, 0.002], [-0.002, 0.001, -0.006], [-0.016, -0.014, 0.007], [-0.001, 0.000, -0.002], [0.000, 0.000, 0.005], [-0.005, 0.002, -0.003], [-0.001, -0.004, 0.001], [-0.004, 0.002, 0.001], [-0.002, -0.002, 0.001], [-0.023, -0.018, -0.037], [-0.006, -0.010, -0.024], [0.010, 0.010, -0.037], [-0.017, -0.033, 0.042], [0.017, -0.045, -0.076], [-0.002, -0.001, 0.004], [-0.005, -0.002, -0.009], [0.027, 0.023, 0.001], [-0.035, -0.013, -0.030], [0.037, 0.000, -0.005], [-0.008, 0.006, 0.001], [-0.054, 0.050, 0.024], [0.020, -0.041, -0.006], [-0.038, 0.012, 0.004], [0.003, -0.013, 0.001], [0.003, -0.002, 0.010], [0.015, -0.003, -0.004], [-0.020, 0.010, -0.008], [0.006, 0.032, 0.016], [0.025, -0.022, -0.008], [-0.017, -0.002, 0.001], [-0.002, 0.000, 0.007], [-0.010, 0.010, -0.002], [0.030, -0.044, 0.021], [0.003, 0.001, 0.001], [0.003, 0.001, -0.001], [0.005, -0.022, 0.006], [-0.003, -0.002, 0.008], [0.001, -0.001, -0.002], [0.001, 0.012, 0.001], [-0.002, 0.001, 0.000], [-0.007, 0.005, -0.001], [-0.002, -0.001, -0.002], [-0.004, 0.005, 0.009], [0.009, 0.005, -0.005], [0.000, -0.002, 0.001], [0.009, -0.003, -0.005], [-0.002, 0.001, 0.000], [-0.007, 0.020, -0.018]],
  "lowdin_charge": [1.52, 0.72, -0.65, -0.05, 0.03, -0.26, -0.22, -0.13, -0.05, -0.04, -0.17, 0.02, -0.03, 0.00, -0.14, 0.03, 0.00, -0.09, -0.06, -0.17, -0.03, 0.12, 0.13, 0.13, 0.12, 0.12, 0.13, 0.13, 0.12, 0.11, 0.12, -0.48, 0.78, -0.21, -0.20, -0.41, -0.08, -0.08, -0.13, -0.28, -0.09, -0.07, 0.71, -0.27, -0.12, -0.07, -0.08, -0.07, -0.12, -0.28, -0.10, -0.07, -0.08, -0.07, -0.12, 0.11, 0.11, 0.09, 0.10, 0.11, 0.10, 0.11, 0.11, 0.11, 0.10, 0.10, 0.11, 0.11, 0.11, 0.08]
}

***

# 3
{
  "formula": "C23H25ClN4O3",
  "method": "ωB97M-V/def2-TZVPD",
  "e_above_lowest_kcal_mol": 0.0,
  "lumo_ev": -0.14,
  "smiles": "O=C(Cc1c(C(=O)O)[nH]c2ccccc12)NCCN1CCN(c2cccc(Cl)c2)CC1",
  "e_homo_ev": -7.43,
  "total_charge": 0,
  "elements": ["O", "C", "C", "C", "C", "C", "O", "O", "N", "C", "C", "C", "C", "C", "C", "N", "C", "C", "N", "C", "C", "N", "C", "C", "C", "C", "C", "Cl", "C", "C", "C", "H", "H", "H", "H", "H", "H", "H", "H", "H", "H", "H", "H", "H", "H", "H", "H", "H", "H", "H", "H", "H", "H", "H", "H", "H"],
  "positions_angstrom": [[-1.427, -0.544, -2.592], [-2.311, -0.051, -1.921], [-2.543, 1.464, -1.837], [-1.805, 2.016, -0.672], [-2.246, 2.123, 0.642], [-3.508, 1.738, 1.224], [-4.389, 1.109, 0.668], [-3.635, 2.136, 2.508], [-1.261, 2.713, 1.408], [-0.186, 2.978, 0.625], [1.040, 3.561, 0.937], [1.953, 3.705, -0.081], [1.674, 3.270, -1.385], [0.469, 2.693, -1.705], [-0.487, 2.547, -0.693], [-3.171, -0.756, -1.171], [-3.133, -2.195, -1.079], [-2.658, -2.710, 0.298], [-1.271, -2.537, 0.641], [-0.320, -3.157, -0.256], [1.073, -3.025, 0.349], [1.453, -1.629, 0.407], [2.764, -1.250, 0.380], [3.781, -2.155, 0.727], [5.106, -1.774, 0.714], [5.481, -0.487, 0.366], [4.479, 0.404, 0.023], [4.914, 2.014, -0.437], [3.145, 0.051, 0.017], [0.365, -0.682, 0.328], [-0.843, -1.223, 1.097], [-3.611, 1.658, -1.737], [-2.165, 1.912, -2.756], [-4.499, 1.858, 2.848], [-1.359, 2.913, 2.389], [1.259, 3.887, 1.943], [2.913, 4.153, 0.124], [2.432, 3.389, -2.143], [0.263, 2.345, -2.705], [-3.835, -0.258, -0.589], [-2.467, -2.552, -1.866], [-4.139, -2.588, -1.262], [-2.863, -3.786, 0.328], [-3.256, -2.232, 1.079], [-0.314, -2.713, -1.264], [-0.580, -4.215, -0.347], [1.066, -3.470, 1.354], [1.788, -3.573, -0.273], [3.530, -3.158, 1.029], [5.866, -2.490, 0.989], [6.515, -0.184, 0.358], [2.413, 0.779, -0.292], [0.674, 0.257, 0.794], [0.090, -0.473, -0.713], [-1.659, -0.500, 1.022], [-0.565, -1.307, 2.159]],
  "forces_ev_per_angstrom": [[0.371, -0.076, -0.271], [-0.317, 0.492, -0.059], [0.051, -0.282, -0.103], [-0.389, 0.079, 0.680], [0.435, 0.128, -0.610], [-0.713, -0.343, 0.068], [0.122, 0.196, 0.088], [0.211, 0.191, 0.126], [-0.137, -0.026, 0.303], [0.030, -0.115, -0.579], [0.218, 0.112, 0.052], [-0.136, 0.057, 0.290], [-0.061, -0.042, -0.300], [0.102, 0.054, 0.024], [0.058, 0.155, 0.518], [-0.319, -0.218, 0.249], [0.190, -0.305, 0.259], [-0.104, -0.010, -0.301], [0.047, 0.027, -0.214], [0.134, -0.079, 0.118], [-0.036, -0.307, -0.028], [-0.235, -0.074, -0.008], [0.333, 0.077, 0.053], [-0.116, -0.144, -0.025], [0.019, 0.114, -0.051], [0.071, 0.059, -0.016], [-0.010, -0.347, 0.119], [0.183, 0.286, -0.107], [-0.097, 0.028, 0.019], [-0.260, 0.186, -0.034], [0.157, 0.201, 0.363], [0.027, 0.062, -0.065], [-0.074, -0.064, 0.010], [0.055, -0.090, -0.228], [0.036, -0.005, -0.055], [0.063, 0.049, 0.096], [0.057, 0.017, 0.052], [0.056, -0.017, -0.079], [-0.003, -0.049, -0.135], [0.116, 0.080, -0.149], [-0.133, -0.021, 0.028], [0.072, -0.031, -0.040], [-0.134, 0.024, 0.028], [-0.076, -0.084, 0.022], [-0.010, -0.066, -0.001], [0.079, 0.005, -0.056], [0.033, -0.105, -0.101], [-0.026, 0.011, 0.058], [-0.054, -0.100, 0.035], [0.055, -0.069, 0.032], [0.084, 0.060, -0.010], [-0.090, 0.083, -0.046], [-0.043, -0.016, -0.026], [0.022, 0.090, 0.078], [0.080, -0.044, -0.008], [0.009, 0.206, -0.069]],
  "lowdin_charge": [0.05, -0.49, -0.02, -0.09, -0.13, -0.45, 0.08, 0.12, 0.15, -0.20, -0.01, -0.11, -0.10, -0.01, -0.12, 0.08, -0.14, -0.17, -0.16, -0.17, -0.14, -0.08, -0.22, -0.03, -0.09, -0.14, -0.66, 0.69, -0.04, -0.13, -0.14, 0.12, 0.13, 0.13, 0.16, 0.11, 0.09, 0.10, 0.12, 0.10, 0.11, 0.12, 0.12, 0.12, 0.12, 0.13, 0.13, 0.12, 0.10, 0.10, 0.10, 0.08, 0.12, 0.12, 0.10, 0.13]
}